Entry 1:
ORCA calculation (wB97M-V/def2-TZVPD) on a structure of composition C35H48F4IN8O8PS3 at a distorted geometry.

```
108
Properties=species:S:1:pos:R:3:forces:R:3:lowdin_charge:R:1
C -0.918 0.443 1.582 0.02 -0.34 0.14 -0.037
C -0.460 1.670 0.799 1.01 0.10 0.13 -0.476
O 0.194 2.568 1.719 -0.03 0.14 -0.24 -0.115
N 1.377 1.964 2.324 -0.10 -0.21 0.26 0.073
O 1.848 2.717 3.054 0.09 0.07 -0.10 0.130
O 0.575 1.305 -0.064 -0.73 0.49 -0.18 -0.024
C 0.698 1.287 -1.474 0.84 0.01 -0.12 -0.270
C 2.027 2.012 -1.813 0.32 0.17 0.51 -0.098
C 3.113 1.974 -0.729 0.05 0.16 -0.50 -0.164
C 3.639 0.612 -0.343 -0.04 -0.34 0.51 -0.211
C 4.954 0.658 0.438 -0.14 0.00 -0.26 -0.199
C 5.682 -0.678 0.420 -0.41 -0.02 0.19 -0.277
N 4.863 -1.773 0.966 0.26 -0.11 0.21 -0.007
C 1.005 -0.263 -1.875 -0.25 0.54 0.31 -0.729
O 1.340 -0.430 -3.032 0.19 -0.24 -0.83 0.035
O 0.924 -1.052 -0.932 0.07 -1.06 0.98 -0.082
C -0.539 1.935 -2.188 -0.28 -0.59 -0.51 -0.109
C -0.192 2.585 -3.604 0.09 -0.09 -0.14 -0.415
F 0.648 3.650 -3.496 0.03 0.30 0.01 0.078
F 0.468 1.682 -4.320 0.06 0.04 -0.15 0.160
C -1.323 3.156 -4.521 0.39 -0.14 0.07 -0.274
F -2.310 3.710 -3.769 -0.23 0.22 -0.13 0.073
F -1.846 2.215 -5.314 -0.30 -0.10 -0.04 0.109
P -1.773 0.500 -2.616 0.32 -0.88 0.90 0.273
O -3.083 1.318 -3.000 -0.19 0.23 -0.07 -0.244
O -1.234 -0.098 -3.977 -0.43 0.35 -0.31 -0.155
S -2.045 -0.851 -1.285 -0.28 0.05 -0.17 0.416
N -1.269 2.997 -1.298 -0.31 -0.24 -0.13 0.018
C -0.812 4.433 -1.435 0.61 0.96 -0.29 -0.097
C 0.548 4.759 -0.826 0.00 0.11 0.33 -0.229
C 0.526 6.108 -0.110 -0.15 0.32 -0.33 -0.473
S 1.933 6.177 1.019 0.14 -0.16 0.04 0.968
C 1.130 6.688 2.505 0.06 -0.10 0.07 -1.053
S -0.123 7.700 2.577 -0.47 -0.08 0.12 0.768
N 1.711 6.106 3.627 0.44 0.03 0.21 -0.158
C 1.079 5.594 4.751 -0.32 0.32 -0.04 -0.080
C 2.063 5.122 5.542 -0.15 -0.11 0.28 -0.132
N 3.301 5.334 4.978 0.01 0.05 -0.07 0.088
C 3.061 5.910 3.845 0.30 -0.25 -0.19 -0.193
C -1.557 2.615 0.197 -0.46 -0.06 0.70 -0.471
I -3.638 1.913 0.206 0.06 0.01 -0.08 1.175
C -1.717 3.899 1.058 -0.90 0.35 -0.60 -0.247
C -2.327 3.904 2.478 0.13 0.37 0.71 -0.110
C -2.073 2.818 3.525 -0.13 0.05 -0.27 -0.507
N -3.114 1.884 3.787 -0.07 0.06 0.29 0.109
O -1.057 2.792 4.151 0.37 -0.18 0.12 0.112
H -1.923 0.108 1.362 -0.08 0.02 -0.14 -0.014
H -0.824 0.612 2.650 -0.07 0.16 0.11 0.083
H -0.236 -0.359 1.315 0.07 -0.07 -0.12 0.080
H 2.437 1.593 -2.724 -0.16 -0.17 -0.16 0.130
H 1.877 3.059 -1.994 -0.06 0.09 -0.03 0.072
H 3.941 2.537 -1.167 0.08 0.09 -0.02 0.124
H 2.795 2.568 0.129 -0.02 -0.14 0.24 0.098
H 2.899 0.102 0.271 -0.22 -0.05 -0.05 0.088
H 3.754 -0.023 -1.225 0.07 0.10 -0.21 0.128
H 5.615 1.406 0.001 0.09 0.11 0.04 0.112
H 4.751 0.960 1.466 0.07 0.09 0.13 0.116
H 6.596 -0.601 1.005 0.20 0.02 -0.08 0.101
H 5.931 -0.908 -0.615 0.23 -0.02 -0.08 0.110
H 3.965 -1.439 1.281 -0.11 0.00 -0.11 0.039
H 4.735 -2.501 0.282 -0.18 -0.03 -0.07 0.050
H -0.868 3.921 -5.147 -0.02 0.14 -0.04 0.181
H -3.510 0.980 -3.799 -0.12 0.24 -0.02 0.107
H -1.852 -0.779 -4.280 0.30 -0.25 -0.04 0.107
H -2.212 2.993 -1.702 0.01 0.24 -0.08 0.074
H -0.838 4.743 -2.467 0.04 -0.45 -0.19 0.122
H -1.574 5.081 -1.024 -0.24 -0.33 0.39 0.129
H 1.320 4.790 -1.584 0.04 -0.08 -0.12 0.108
H 0.837 4.008 -0.094 0.03 -0.17 -0.06 0.085
H -0.372 6.239 0.483 -0.03 0.07 0.17 0.015
H 0.533 6.943 -0.807 0.15 0.05 -0.09 0.096
H 0.013 5.620 4.868 -0.09 0.00 -0.07 0.106
H 1.933 4.638 6.492 0.11 -0.06 0.09 0.106
H 3.818 6.220 3.146 -0.03 0.11 -0.15 0.118
H -2.455 4.481 0.509 -0.04 0.16 0.00 0.092
H -0.823 4.495 1.056 0.32 -0.31 0.22 0.075
H -1.903 4.799 2.936 0.14 0.11 -0.05 0.115
H -3.392 4.115 2.444 -0.16 -0.28 -0.30 0.098
H -3.092 1.101 3.149 0.00 -0.14 0.10 0.038
H -4.026 2.319 3.763 -0.07 -0.07 -0.32 0.083
C 1.276 -3.516 1.191 -0.06 0.32 -0.15 0.054
N 0.443 -4.619 0.650 -0.27 0.01 -0.28 -0.053
C 0.560 -5.831 1.217 0.04 0.03 0.02 0.017
C -0.195 -6.893 0.789 0.04 -0.15 0.02 0.048
C -1.103 -6.708 -0.247 -0.07 0.02 0.01 -0.139
C -1.204 -5.453 -0.831 0.01 0.09 0.05 0.059
C -0.416 -4.415 -0.369 0.24 0.16 0.15 0.055
C -1.958 -7.832 -0.708 -0.01 -0.03 -0.10 -0.122
C -3.345 -7.725 -0.699 0.04 0.05 -0.02 0.059
C -4.112 -8.770 -1.161 -0.01 0.02 0.00 0.027
N -3.540 -9.891 -1.624 -0.05 -0.04 -0.01 -0.075
C -2.202 -10.026 -1.628 0.02 -0.02 -0.01 0.022
C -1.390 -9.017 -1.175 0.05 0.04 0.07 0.060
C -4.372 -10.998 -2.156 0.04 0.03 0.03 0.054
H 2.315 -3.828 1.141 0.08 0.03 0.02 0.109
H 0.980 -3.353 2.227 0.03 0.02 -0.04 0.118
H 1.128 -2.613 0.590 0.01 -0.07 -0.07 0.074
H 1.272 -5.915 2.025 0.02 0.03 0.01 0.159
H -0.080 -7.850 1.278 0.00 0.00 0.02 0.142
H -1.880 -5.264 -1.653 -0.01 0.03 -0.02 0.142
H -0.452 -3.416 -0.801 0.15 0.07 0.09 0.121
H -3.838 -6.837 -0.328 -0.01 0.02 0.00 0.145
H -5.191 -8.732 -1.173 -0.02 -0.03 -0.01 0.154
H -1.811 -10.958 -2.012 -0.02 -0.02 -0.01 0.160
H -0.318 -9.154 -1.205 0.02 0.00 -0.01 0.146
H -4.146 -11.905 -1.602 0.00 -0.02 0.00 0.117
H -4.144 -11.131 -3.210 0.00 -0.01 -0.02 0.118
H -5.418 -10.743 -2.035 -0.02 0.00 0.01 0.105
```
Forces are in eV/Å.

As for the frontier orbital gap: 4.5 eV. As for the calculated total energy: -126120.172 eV. The calculation puts the HOMO energy at -0.4272 hartree. As for the total charge: +2.

=====

Entry 2:
ORCA calculation (wB97M-V/def2-TZVPD) on a structure of composition C35H49AsIrN4O6 at a distorted geometry.

```
96
Properties=species:S:1:pos:R:3:forces:R:3:lowdin_spin:R:1
Ir 0.233 -0.199 -0.140 -3.19 -1.80 -1.45 0.042
O 0.270 -1.389 2.138 0.43 0.92 -0.38 -0.016
C -0.852 -2.054 2.700 -0.75 -0.32 0.30 0.000
C -1.878 -1.101 3.310 0.34 -0.01 -0.30 0.000
C -2.123 0.114 2.413 0.15 -0.23 0.13 0.000
C -2.749 -0.192 1.084 -0.35 -0.06 0.61 0.001
C -4.031 -0.734 1.010 0.15 0.18 -0.23 0.000
C -4.671 -0.828 -0.211 0.14 0.10 0.01 0.001
C -4.029 -0.323 -1.333 0.16 0.19 0.21 0.000
C -2.736 0.138 -1.194 -0.31 0.08 -0.62 0.000
N -2.095 0.174 -0.024 1.98 -0.69 -0.02 0.011
H 0.725 -0.900 2.838 0.10 0.07 -0.09 0.000
H -0.514 -2.774 3.455 0.01 0.09 -0.21 0.000
H -1.305 -2.608 1.876 0.05 0.01 0.12 0.000
H -1.524 -0.748 4.280 -0.07 -0.01 0.06 0.000
H -2.799 -1.662 3.470 -0.02 0.02 0.14 0.000
H -1.176 0.628 2.230 -0.10 0.09 0.13 0.000
H -2.790 0.798 2.944 0.04 0.06 -0.08 0.000
H -4.522 -1.071 1.910 0.01 0.06 0.12 0.000
H -5.655 -1.266 -0.290 -0.06 0.01 0.02 0.000
H -4.511 -0.309 -2.297 0.02 -0.01 -0.12 0.000
H -2.187 0.501 -2.051 -0.03 -0.07 0.03 0.000
C 4.459 -0.172 -0.431 -0.18 -0.12 -0.26 0.004
C 3.250 0.592 0.008 1.24 0.14 0.76 0.013
O 2.247 0.575 -0.717 -0.54 -0.39 -0.51 0.044
C 3.299 1.358 1.240 -1.31 -0.12 -0.04 0.016
C 4.517 1.732 1.810 0.21 0.28 0.53 0.002
C 4.571 2.565 2.912 0.10 -0.16 -0.27 0.023
C 3.387 3.026 3.493 0.23 -0.12 -0.20 0.000
C 2.172 2.653 2.978 -0.49 -0.30 -0.67 0.024
C 2.065 1.807 1.833 2.36 0.76 0.63 0.003
O 0.897 1.495 1.402 -2.50 -1.04 -1.00 0.147
H 4.174 -0.831 -1.245 -0.01 -0.03 -0.04 0.000
H 4.840 -0.763 0.395 0.13 -0.04 0.11 0.002
H 5.247 0.490 -0.781 0.12 0.14 0.03 0.000
H 5.436 1.380 1.368 0.10 0.00 -0.03 0.000
H 5.522 2.874 3.312 0.11 -0.02 0.04 0.001
H 3.428 3.692 4.344 -0.01 -0.02 0.06 0.000
H 1.252 3.014 3.414 -0.12 -0.01 0.09 0.001
C 0.890 -4.388 -2.777 0.20 -0.09 0.03 0.000
C 1.827 -4.742 -1.631 -0.10 0.08 -0.16 0.000
C 1.264 -4.396 -0.227 0.30 -0.17 0.17 -0.002
C 2.308 -4.763 0.840 -0.18 0.08 0.12 0.000
C 1.856 -4.419 2.254 0.13 -0.05 -0.15 0.000
C 0.014 -5.243 -0.026 0.50 0.14 0.04 0.000
O 0.055 -6.405 0.268 -0.05 -0.17 -0.02 0.000
N -1.184 -4.608 -0.263 -0.62 0.18 -0.03 0.000
C -1.377 -3.262 -0.532 -0.45 -0.29 -0.03 -0.001
O -2.469 -2.824 -0.818 -0.14 0.01 -0.03 0.000
N -0.275 -2.464 -0.420 0.88 2.92 0.10 0.000
C 0.962 -2.914 -0.205 0.52 -0.63 0.05 0.003
O 1.847 -2.069 -0.045 0.44 0.26 -0.13 -0.008
H 1.362 -4.641 -3.723 -0.03 -0.01 -0.11 0.000
H 0.671 -3.322 -2.784 -0.01 0.04 -0.09 0.000
H -0.046 -4.939 -2.710 -0.10 -0.04 -0.09 0.000
H 2.770 -4.205 -1.750 0.02 -0.05 0.08 0.000
H 2.040 -5.813 -1.644 0.03 0.07 0.10 0.000
H 3.234 -4.234 0.613 0.01 -0.06 -0.09 0.000
H 2.487 -5.838 0.772 0.05 0.09 -0.12 0.000
H 1.667 -3.352 2.344 0.01 0.06 0.07 0.000
H 2.638 -4.689 2.959 -0.03 -0.02 0.14 0.000
H 0.955 -4.972 2.514 -0.07 -0.05 0.11 0.000
H -2.020 -5.188 -0.248 0.14 0.17 -0.05 0.000
C 2.128 4.418 -0.777 -0.07 -0.21 -0.07 0.001
C 0.861 4.402 0.065 0.09 -0.31 -0.02 0.046
As -0.396 2.938 -0.383 -0.14 1.59 0.24 0.409
C -0.925 3.438 -2.263 0.17 -0.48 0.10 0.096
C -1.946 4.554 -2.353 -0.10 0.16 0.19 0.031
C -1.944 3.350 0.795 -0.04 -0.43 -0.02 0.047
C -2.226 4.819 1.087 0.23 0.12 -0.17 0.018
H 2.748 5.269 -0.497 0.00 0.00 -0.01 0.000
H 1.895 4.511 -1.838 0.10 0.04 -0.04 0.000
H 2.712 3.510 -0.628 0.05 0.00 -0.01 0.001
H 0.304 5.331 -0.080 -0.17 -0.12 0.01 0.011
H 1.112 4.322 1.125 -0.19 -0.07 -0.07 0.000
H -1.300 2.546 -2.762 0.10 -0.07 0.02 0.000
H 0.005 3.731 -2.754 0.05 -0.14 0.10 0.001
H -2.917 4.242 -1.972 -0.03 0.07 0.07 0.001
H -2.080 4.834 -3.399 0.03 -0.06 -0.03 0.009
H -1.619 5.447 -1.824 -0.05 0.05 0.00 0.001
H -1.744 2.847 1.742 0.10 -0.19 -0.16 0.001
H -2.815 2.874 0.339 0.09 -0.06 0.01 0.000
H -1.375 5.307 1.558 -0.01 0.05 0.00 0.001
H -3.061 4.877 1.786 -0.02 -0.04 0.01 0.004
H -2.506 5.374 0.196 0.02 0.05 0.04 0.000
C 0.383 -0.377 -5.288 -0.05 0.01 0.16 -0.001
C -0.451 -1.220 -4.570 0.07 0.17 0.21 0.000
C -0.550 -1.060 -3.196 -0.41 -0.45 -0.26 -0.001
N 0.129 -0.119 -2.540 0.15 -0.08 2.19 0.012
C 0.909 0.707 -3.230 0.51 0.54 -0.07 0.002
C 1.066 0.614 -4.602 -0.17 -0.12 0.17 0.001
H 0.493 -0.486 -6.356 0.01 -0.01 -0.09 0.000
H -1.017 -1.998 -5.056 -0.06 -0.08 0.00 0.000
H -1.205 -1.692 -2.614 0.03 -0.03 0.05 0.000
H 1.435 1.461 -2.661 0.05 -0.08 -0.02 0.001
H 1.715 1.304 -5.114 0.09 0.12 -0.02 0.000
```
Forces are in eV/Å.

As for the frontier orbital gap (alpha / beta): 5.9 / 5.1 eV. As for the calculated total energy: -118997.481 eV. The calculation puts the HOMO energy (alpha / beta) at -0.4867 / -0.4819 hartree. As for the expectation value of S²: 1.0096. As for the total charge: +2. As for the multiplicity: 2. The energy relative to the best compared isomer or geometry (same formula, charge and spin) is 104.0 kcal per mole.

=====

Q: Which of these has the highest calculated total energy?
A: C35H49AsIrN4O6

=====

Q: Which value of calculated total energy does entry 1 give?
A: -126120.172 eV

=====

Q: Which of these has the lowest calculated total energy?
A: C35H48F4IN8O8PS3